No. 1
{
  "formula": "C2H5NOS",
  "method": "ωB97M-V/def2-TZVPD",
  "elements": ["N", "C", "S", "C", "O", "H", "H", "H", "H", "H"],
  "xyz": [[-0.40985, 1.33638, 0.05230], [-0.80613, 0.05847, 0.04715], [-2.40295, -0.47748, -0.09949], [0.36875, -0.94105, 0.19949], [1.63940, -0.45319, -0.18016], [0.55388, 1.54108, 0.29250], [-1.03159, 2.07995, -0.15717], [0.45326, -1.18427, 1.33808], [0.09241, -1.88439, -0.40059], [1.54282, -0.07551, -1.09212]],
  "forces_ev_per_angstrom": [[0.708, -0.735, 0.150], [-0.707, -0.700, -0.121], [1.664, 0.612, 0.081], [-0.826, -1.423, 1.026], [-0.411, 0.921, -1.131], [-0.207, 0.007, -0.204], [-0.587, 0.414, 0.056], [-0.233, 0.182, -2.063], [0.307, 1.339, 1.130], [0.292, -0.617, 1.077]],
  "nbo_charge": [-0.772, 0.110, -0.188, -0.149, -0.713, 0.406, 0.412, 0.216, 0.209, 0.469],
  "smiles": "NC(=S)CO",
  "e_lumo_ev": 0.52
}



No. 2
{
  "formula": "C26H71N6O7Pd",
  "method": "ωB97M-V/def2-TZVPD",
  "elements": ["Pd", "C", "C", "O", "H", "H", "H", "H", "H", "C", "C", "C", "O", "C", "N", "H", "H", "H", "H", "H", "H", "H", "H", "H", "H", "H", "C", "C", "C", "O", "C", "N", "H", "H", "H", "H", "H", "H", "H", "H", "H", "H", "H", "C", "C", "C", "O", "C", "N", "H", "H", "H", "H", "H", "H", "H", "H", "H", "H", "H", "C", "C", "C", "O", "C", "N", "H", "H", "H", "H", "H", "H", "H", "H", "H", "H", "H", "C", "C", "C", "O", "C", "N", "H", "H", "H", "H", "H", "H", "H", "H", "H", "H", "H", "C", "C", "C", "O", "C", "N", "H", "H", "H", "H", "H", "H", "H", "H", "H", "H", "H"],
  "xyz": [[3.15641, 2.59737, 0.69027], [-0.31494, 0.28700, -0.26221], [-0.23671, 1.78895, -0.02904], [0.97853, 2.22343, 0.53745], [-1.25817, -0.06017, -0.68397], [-0.31095, -0.18816, 0.71877], [0.57340, -0.05575, -0.79276], [-0.98280, 2.30644, 0.57398], [-0.42212, 2.12325, -1.04981], [-0.82481, -0.69085, 5.34511], [-0.96481, -0.38162, 3.81884], [-2.27355, 0.32758, 3.39814], [-2.42301, 1.44508, 4.26718], [-3.02429, 2.62829, 3.60893], [0.16378, 0.44114, 3.41070], [-0.69733, 0.22483, 5.92250], [-0.06021, -1.40288, 5.65576], [-1.67996, -1.28080, 5.67495], [-0.97322, -1.30288, 3.23634], [-3.14133, -0.32543, 3.49105], [-2.27881, 0.66329, 2.36114], [-3.15063, 3.49319, 4.26015], [-4.00450, 2.34902, 3.22253], [-2.42616, 2.99802, 2.77608], [0.05439, 1.22957, 4.03241], [0.04336, 0.82606, 2.48472], [4.85107, 3.25150, -2.83797], [3.60120, 2.38525, -2.71118], [3.46777, 1.31313, -3.91291], [2.78326, 0.15776, -3.50216], [1.34411, 0.18716, -3.73610], [3.56512, 1.66919, -1.42112], [5.01600, 3.89418, -3.70276], [5.81616, 2.74660, -2.79588], [4.89079, 3.96039, -2.01093], [2.73677, 3.04911, -2.72300], [4.44156, 0.82619, -3.96508], [3.25810, 1.62118, -4.93723], [1.21350, 0.31348, -4.81085], [0.87381, 1.03641, -3.24042], [0.80592, -0.76071, -3.73394], [3.01785, 0.86572, -1.69502], [4.49500, 1.29390, -1.30038], [1.60087, -3.92048, -3.34436], [0.28339, -4.66484, -3.66358], [-0.75891, -3.76936, -4.30390], [-1.26452, -2.70569, -3.53277], [-2.30188, -3.11506, -2.68569], [0.67891, -5.70210, -4.60512], [1.81253, -3.18499, -4.12047], [2.43227, -4.62538, -3.34546], [1.53154, -3.34328, -2.42234], [-0.08851, -5.06751, -2.72143], [-1.62402, -4.31737, -4.67724], [-0.37528, -3.43886, -5.26915], [-2.06914, -3.80498, -1.87456], [-3.17298, -3.39681, -3.27721], [-2.58940, -2.17014, -2.22465], [1.34405, -5.39887, -5.30207], [-0.16011, -6.01415, -5.07285], [-7.74180, -4.06492, 0.47465], [-7.97940, -2.61817, -0.14644], [-6.78678, -2.22874, -1.14388], [-5.49923, -2.24517, -0.61551], [-5.04922, -0.99913, -0.16862], [-9.26115, -2.75442, -0.78684], [-8.51530, -4.21016, 1.22877], [-6.77890, -4.05618, 0.98538], [-7.78979, -4.90427, -0.21910], [-8.16137, -1.84950, 0.60465], [-6.98192, -1.32513, -1.72139], [-6.75863, -2.94941, -1.96116], [-5.49485, -0.18712, -0.74320], [-3.96086, -0.94853, -0.20054], [-5.41449, -0.87995, 0.85141], [-9.92401, -3.00648, -0.06770], [-9.49378, -1.90185, -1.27584], [2.70086, 6.89722, 0.58004], [3.00415, 5.42973, 0.93300], [2.17252, 5.02007, 2.12293], [2.67194, 3.71503, 2.56471], [2.37248, 3.29348, 3.83122], [2.80313, 4.60531, -0.24662], [3.52879, 7.29394, -0.00754], [2.70200, 7.50710, 1.48345], [1.66786, 6.94612, 0.23564], [3.99003, 5.69427, 1.31531], [1.12754, 4.87995, 1.84636], [2.21985, 5.75592, 2.92566], [2.55635, 2.23222, 3.99860], [1.29930, 3.26165, 4.01930], [2.83933, 3.84023, 4.65050], [3.55345, 4.83364, -0.88301], [1.93859, 4.84375, -0.71118], [5.02501, -1.10473, 1.75459], [3.58447, -0.70478, 1.43375], [2.62549, -1.83377, 1.87970], [2.77398, -2.98086, 1.00589], [1.60242, -3.47424, 0.40145], [3.33455, 0.62336, 1.96692], [5.66430, -0.29904, 1.39367], [5.37786, -2.09069, 1.45213], [5.18191, -1.02506, 2.83029], [3.75676, -0.57274, 0.36558], [1.61925, -1.43551, 1.74939], [2.75833, -2.18483, 2.90304], [1.73408, -4.44659, -0.07321], [1.35388, -2.71179, -0.33679], [0.80637, -3.39653, 1.14196], [3.86083, 0.67425, 2.82747], [2.40491, 0.60878, 2.36148]],
  "forces_ev_per_angstrom": [[-0.183, -1.281, -1.240], [-0.376, -0.250, 1.941], [1.691, 0.484, -0.917], [-0.223, -0.118, 0.487], [0.074, 0.176, -0.592], [0.307, -0.443, 0.183], [-0.199, 0.036, -0.239], [-0.800, -0.702, 0.194], [0.184, 1.017, -0.500], [-0.750, -0.552, -0.664], [-0.167, -0.300, -0.323], [-0.137, 0.131, 1.229], [-0.625, 2.166, -0.632], [0.243, -1.298, 0.155], [0.393, 0.035, 0.651], [-0.276, -0.072, 0.001], [0.755, 0.342, -0.771], [-0.624, 0.620, 0.120], [0.255, -0.329, 0.079], [-0.202, -0.249, 0.216], [0.544, -0.078, -0.239], [0.170, -0.541, 0.607], [-0.126, 0.012, -0.029], [0.320, -0.360, -0.158], [0.462, 0.547, 0.023], [-0.014, 0.076, -0.401], [0.694, 0.544, 0.242], [-0.259, 0.246, -1.563], [1.865, -0.538, 1.642], [-2.617, -0.868, 0.102], [0.801, 0.521, -1.772], [0.411, 0.129, -0.923], [-0.921, -0.174, -0.534], [-0.207, -0.694, 0.308], [0.018, -0.158, 0.251], [-0.184, 0.028, -0.074], [0.690, 0.699, -0.241], [-0.600, 0.556, 0.220], [0.131, 0.876, -0.412], [-0.202, -0.345, 0.341], [0.507, -0.294, 1.598], [-0.537, -0.639, 0.680], [0.455, -0.137, 0.353], [-0.681, 0.538, -0.072], [1.580, 0.778, -0.106], [-0.561, -0.049, -0.693], [1.142, -0.340, -0.186], [-0.775, 1.704, 0.238], [-0.946, -0.777, 0.334], [0.003, 0.031, -0.251], [-0.083, 0.006, 0.395], [0.182, -0.227, 0.040], [-0.135, -0.456, -0.112], [-0.278, -0.799, 0.351], [0.541, 0.809, 0.170], [0.275, -0.344, -0.304], [-0.053, -0.605, 0.046], [-0.220, -0.102, 0.396], [-0.037, 0.311, 0.054], [0.090, -0.408, -0.356], [0.475, 1.884, 0.540], [1.167, -1.597, -0.232], [-1.612, -1.121, -0.412], [0.296, -0.203, -0.196], [-0.475, 0.231, 0.768], [0.073, -0.067, -1.503], [-0.017, -0.133, 0.098], [0.032, -0.249, 0.047], [0.006, 0.458, -0.357], [1.136, -0.014, 0.637], [-0.169, 0.680, 0.476], [-0.334, -0.609, 0.201], [0.196, 0.131, -0.283], [-0.077, -0.096, -0.014], [0.316, 0.352, 0.350], [-0.367, 0.303, -0.298], [-0.587, 0.053, 0.174], [-0.829, -0.035, 1.012], [-0.663, 3.145, 0.858], [-0.058, -1.443, 0.161], [0.430, 1.399, -0.907], [-1.459, -0.919, 1.681], [1.267, -0.307, 0.688], [-0.642, 0.015, -0.687], [0.107, 0.027, 0.260], [0.206, 0.539, -0.863], [0.744, -2.036, -0.476], [-0.228, -0.028, -0.058], [0.288, -0.092, 0.087], [0.832, -0.022, -0.512], [-0.478, 0.673, -0.074], [0.264, 0.317, -0.211], [0.266, -0.170, -0.307], [-0.514, -0.081, 0.111], [0.503, 0.885, 1.249], [2.063, -1.525, -0.604], [-0.661, 0.020, -2.019], [1.416, -0.081, 0.777], [-0.255, 1.996, 0.305], [-0.681, -0.307, 1.004], [0.278, -0.219, -0.447], [-0.379, 0.150, -0.360], [-0.064, -0.324, 0.430], [-1.548, -0.499, -0.516], [-0.337, -0.062, 0.283], [0.230, 0.359, 0.136], [0.156, 0.076, 0.389], [-0.474, -0.262, -0.615], [-0.382, -0.803, -0.021], [0.695, 0.510, 0.135], [-0.942, 0.214, -0.233]],
  "mulliken_spin": [0.678, -0.010, 0.037, 0.560, 0.003, 0.005, 0.018, 0.009, 0.007, 0.000, 0.001, 0.001, 0.000, 0.001, 0.002, 0.000, 0.000, 0.000, -0.001, 0.000, 0.000, 0.000, 0.000, 0.000, 0.001, 0.005, 0.263, 0.000, 0.047, -0.015, 0.024, 0.615, 0.040, -0.098, 0.054, -0.046, -0.012, -0.007, -0.001, 0.000, -0.001, -0.035, -0.020, 0.001, 0.000, 0.000, 0.000, 0.000, 0.000, 0.000, 0.000, 0.000, 0.000, 0.000, 0.000, 0.000, 0.000, 0.000, 0.000, 0.000, 0.000, 0.000, 0.000, 0.000, 0.000, 0.000, 0.000, 0.000, 0.000, 0.000, 0.000, 0.000, 0.000, 0.000, 0.000, 0.000, 0.000, -0.019, 0.458, 0.064, 0.041, 0.011, -0.171, -0.049, -0.002, 0.002, 0.029, -0.001, -0.023, -0.009, 0.011, -0.027, 0.194, -0.048, 0.069, -0.153, 0.021, 0.001, -0.001, 0.686, -0.039, 0.013, -0.005, -0.034, -0.011, 0.001, 0.000, 0.002, 0.000, -0.032, -0.101],
  "e_lumo_ev": [0.54, -0.22],
  "spin_multiplicity": 4
}



Quick rundown of E_tot, same order as above: -16527.5463; -54855.1718 eV
Quick rundown of energy relative to the best compared isomer or geometry (same formula, charge and spin), same order as above: 19.3; 0.0 kcal per mole